Formula: C9H14O
Source: OMol25
Level of theory: ωB97M-V/def2-TZVPD

Results
E_tot = -426.51595 Ha
Strongest force on any atom = 0.9 eV Å⁻¹
2S+1 = 2
Relative energy (zero: lowest compared OMol25 entry of this formula, charge and spin) = 0.228 eV
Charge = -1
HOMO (alpha / beta) = 0.74 / -3.40 eV

```
24
Properties=species:S:1:pos:R:3:nbo_charge:R:1
C -0.7085 -3.0085 0.4846 -0.61
C -2.1506 -2.7013 0.0235 -0.61
H -0.0762 -2.4147 -0.1793 0.22
H -0.5019 -2.7578 1.5200 0.20
H -0.4973 -4.0785 0.4251 0.17
H -2.8841 -3.0247 0.7539 0.18
H -2.3076 -3.2120 -0.9296 0.19
H -2.2368 -1.6284 -0.1178 0.23
C -0.8927 2.4980 1.8965 -0.62
C 0.2957 1.1353 -1.4825 -0.43
C -0.3921 1.9233 -0.4781 -0.34
C 1.0609 0.0603 -1.0575 0.28
C -0.1422 1.7162 0.8548 -0.03
C 1.3228 -0.1686 0.2840 -0.43
C 0.7429 0.7002 1.2770 -0.41
O 1.7244 -0.6907 -2.0422 -0.73
H 0.1762 1.2905 -2.5474 0.18
H -1.0737 2.6716 -0.8507 0.17
H 1.6714 -1.6229 -1.8187 0.46
H 1.7948 -1.1143 0.5416 0.17
H -0.2845 2.6311 2.7928 0.19
H -1.7571 1.9217 2.2177 0.19
H 0.9016 0.6160 2.3474 0.17
H -1.2927 3.4149 1.4530 0.19
```